Record 1
Here is a single C21H33N3O4S molecule in a non-equilibrium geometry from OMol25. Energies are from ωB97M-V/def2-TZVPD.

- Energy above the lowest of the compared OMol25 structures with the same formula, charge and spin: 25.0 kcal per mole
- Charge: 0
- Gap between HOMO and LUMO: 8.073 eV
- HOMO: -0.2715 Ha
- Largest force on an atom: 1.01 eV Å⁻¹
- SMILES: CCOc1cc(NC(=S)NC[C@H]2CCCO2)c(OCC)cc1NC(=O)CC(C)C

Geometry as XYZ:
```
62
Properties=species:S:1:pos:R:3:mulliken_charge:R:1
C 1.163 4.042 -1.100 -1.057
C 1.261 3.640 0.367 -0.483
O 1.850 2.364 0.549 -0.546
C 1.122 1.239 0.254 0.916
C -0.221 1.226 -0.080 -0.045
C -0.871 0.030 -0.349 -0.821
N -2.215 -0.082 -0.704 0.041
C -3.200 0.824 -0.872 0.177
S -3.053 2.470 -0.710 -0.417
N -4.412 0.345 -1.262 -0.133
C -4.977 -0.963 -1.037 -1.063
C -5.834 -0.988 0.246 0.411
C -5.051 -0.608 1.518 -0.713
C -5.526 0.815 1.816 -0.284
C -6.941 0.786 1.246 -0.574
O -6.876 -0.035 0.095 -0.514
C -0.164 -1.183 -0.268 0.841
O -0.894 -2.317 -0.536 -0.413
C -0.237 -3.571 -0.479 -0.343
C -1.266 -4.642 -0.806 -1.473
C 1.178 -1.173 0.066 -0.275
C 1.829 0.027 0.324 -0.981
N 3.182 0.100 0.661 -0.064
C 4.111 -0.891 0.714 0.503
O 3.878 -2.063 0.500 -0.699
C 5.504 -0.386 1.045 -1.091
C 6.323 -0.169 -0.239 0.809
C 5.727 0.946 -1.096 -1.422
C 7.771 0.155 0.120 -1.575
H 2.145 4.004 -1.565 0.309
H 0.496 3.376 -1.640 0.338
H 0.776 5.055 -1.171 0.376
H 1.935 4.320 0.897 0.387
H 0.278 3.683 0.849 0.316
H -0.790 2.136 -0.140 0.087
H -2.450 -1.049 -0.900 0.218
H -5.119 1.068 -1.321 0.337
H -4.206 -1.732 -0.974 0.264
H -5.629 -1.192 -1.885 0.333
H -6.274 -1.992 0.338 0.398
H -5.321 -1.277 2.335 0.373
H -3.974 -0.665 1.368 0.201
H -4.916 1.547 1.286 0.005
H -5.512 1.051 2.877 0.444
H -7.643 0.350 1.973 0.306
H -7.312 1.764 0.936 0.341
H 0.585 -3.595 -1.205 0.393
H 0.175 -3.731 0.525 0.374
H -0.797 -5.621 -0.775 0.450
H -2.078 -4.615 -0.083 0.320
H -1.677 -4.477 -1.799 0.313
H 1.752 -2.080 0.129 0.876
H 3.484 1.050 0.830 0.263
H 5.996 -1.151 1.647 0.462
H 5.459 0.541 1.618 0.303
H 6.301 -1.102 -0.812 0.273
H 6.339 1.104 -1.982 0.445
H 4.721 0.696 -1.421 0.333
H 5.693 1.881 -0.538 0.304
H 8.365 0.286 -0.782 0.405
H 8.213 -0.647 0.706 0.379
H 7.822 1.075 0.700 0.359
```

---

Record 2
Here is C21H33N6NiO4S2 as an isolated structure from OMol25. Energies are from ωB97M-V/def2-TZVPD.

- Energy above the lowest of the compared OMol25 structures with the same formula, charge and spin: 0.0 kcal per mole
- Charge: +1
- Gap between HOMO and LUMO: 8.569 eV
- HOMO: -0.4131 Ha
- Largest force on an atom: 0.53 eV Å⁻¹

Geometry as XYZ:
```
67
Properties=species:S:1:pos:R:3:mulliken_charge:R:1
Ni -0.458 1.745 0.345 -0.579
C -1.115 3.517 -3.318 -0.859
O -0.995 2.491 -2.311 -0.102
C -0.646 2.914 -1.085 0.800
O -0.481 4.105 -0.855 -0.815
H -1.920 4.203 -3.065 0.345
H -1.338 2.994 -4.244 0.277
H -0.182 4.071 -3.404 0.311
N -0.276 0.949 2.154 -0.235
C -0.276 0.468 3.205 0.762
N -0.266 -0.052 4.404 -0.110
C 0.942 -0.759 4.866 -0.630
C 0.754 -2.256 4.667 -0.350
O -0.426 -2.697 5.308 -0.397
C -1.575 -2.084 4.761 -0.320
C -1.526 -0.576 4.961 -0.633
H 1.067 -0.528 5.925 0.284
H 1.804 -0.387 4.314 0.430
H 1.582 -2.807 5.112 0.358
H 0.710 -2.491 3.594 0.236
H -2.438 -2.509 5.272 0.369
H -1.651 -2.317 3.689 0.179
H -1.536 -0.332 6.025 0.273
H -2.364 -0.079 4.474 0.446
C 1.675 -0.689 -4.303 -1.542
C 0.694 0.040 -3.392 0.600
C -0.451 -0.887 -3.009 -0.697
N -1.407 -0.221 -2.124 0.236
C -1.580 -0.344 -0.830 0.142
S -2.490 0.842 0.061 -0.417
N -1.070 -1.393 -0.112 0.412
C -0.862 -2.763 -0.405 0.380
O -0.095 -3.378 0.291 -0.568
C -1.666 -3.378 -1.494 0.243
C -1.121 -4.476 -2.158 -0.498
C -1.838 -5.101 -3.161 -0.636
C -3.110 -4.647 -3.489 -0.395
C -3.666 -3.572 -2.811 -0.824
C -2.945 -2.930 -1.817 0.093
H 2.502 -0.037 -4.580 0.430
H 1.188 -1.021 -5.222 0.354
H 2.092 -1.567 -3.808 0.355
H 0.300 0.929 -3.890 0.125
H 1.198 0.385 -2.490 -0.177
H -0.067 -1.781 -2.530 0.228
H -0.997 -1.210 -3.897 0.348
H -1.853 0.608 -2.502 0.348
H -0.923 -1.163 0.863 -0.235
H -0.137 -4.825 -1.872 0.465
H -1.412 -5.948 -3.681 0.422
H -3.675 -5.140 -4.269 0.424
H -4.666 -3.237 -3.050 0.440
H -3.397 -2.110 -1.276 0.409
C 2.176 5.544 1.528 -1.174
N 1.704 4.325 0.903 0.112
C 2.420 3.219 0.789 0.530
S 1.766 1.802 0.064 -0.345
N 3.678 3.202 1.235 -0.191
C 4.562 2.051 1.146 -0.893
H 1.403 6.299 1.419 0.366
H 3.078 5.924 1.041 0.373
H 2.374 5.397 2.592 0.378
H 0.774 4.316 0.470 0.162
H 4.062 4.058 1.599 0.243
H 4.626 1.687 0.122 0.321
H 4.215 1.240 1.786 0.251
H 5.552 2.363 1.469 0.361
```

---

Record 3
Here is C21H34AsAuO2P2S2 as an isolated structure from OMol25. Energies are from ωB97M-V/def2-TZVPD.

- Energy above the lowest of the compared OMol25 structures with the same formula, charge and spin: 0.0 kcal per mole
- Charge: +1
- Gap between HOMO and LUMO (spin up / spin down): 7.497 / 7.201 eV
- HOMO (spin up / spin down): -0.3540 / -0.4177 Ha
- Largest force on an atom: 0.29 eV Å⁻¹
- Multiplicity: 2

Geometry as XYZ:
```
63
Properties=species:S:1:pos:R:3:mulliken_spin:R:1
Au -0.234 -0.848 -0.659 0.244
C 1.520 -6.819 -1.734 -0.001
C 1.002 -5.450 -1.384 0.001
O 1.667 -4.489 -2.256 -0.003
P 1.361 -2.948 -2.172 -0.010
S -0.602 -2.588 -2.469 0.212
S 1.909 -2.107 -0.433 0.192
O 2.272 -2.360 -3.308 0.003
C 2.133 -2.802 -4.689 0.000
C 2.960 -1.879 -5.545 0.001
H 1.045 -7.562 -1.093 0.000
H 2.598 -6.874 -1.586 0.000
H 1.293 -7.066 -2.771 0.000
H 1.233 -5.177 -0.354 0.000
H -0.073 -5.362 -1.546 0.000
H 1.075 -2.765 -4.956 0.000
H 2.481 -3.833 -4.744 -0.001
H 2.601 -0.853 -5.473 0.000
H 2.898 -2.198 -6.585 0.000
H 4.004 -1.906 -5.236 0.000
C 1.287 -0.963 2.767 0.014
As 0.136 0.106 1.642 0.143
C -1.341 0.549 2.808 0.030
C 1.085 1.810 1.463 0.005
C 1.383 2.455 2.782 -0.012
C 2.566 2.165 3.458 0.005
C 2.831 2.737 4.694 -0.002
C 1.915 3.607 5.269 0.002
C 0.737 3.907 4.599 -0.001
C 0.474 3.334 3.364 0.004
H 1.495 -0.432 3.695 0.004
H 2.217 -1.171 2.241 0.000
H 0.783 -1.903 2.983 -0.001
H -0.944 0.898 3.760 0.003
H -1.966 -0.328 2.962 0.001
H -1.933 1.337 2.347 -0.006
H 0.444 2.437 0.842 0.001
H 1.994 1.597 0.898 0.000
H 3.293 1.499 3.007 0.001
H 3.758 2.510 5.204 0.000
H 2.123 4.056 6.230 0.000
H 0.026 4.595 5.038 0.000
H -0.445 3.578 2.841 0.000
C -2.961 0.114 -2.713 -0.002
P -1.709 0.787 -1.590 0.142
C -0.782 1.971 -2.602 -0.003
C -2.640 1.747 -0.376 0.002
C -3.699 1.134 0.294 0.009
C -4.418 1.830 1.253 -0.004
C -4.074 3.141 1.562 0.006
C -3.017 3.753 0.907 -0.004
C -2.301 3.061 -0.062 0.005
H -3.600 -0.587 -2.176 0.001
H -2.456 -0.431 -3.510 0.001
H -3.572 0.912 -3.134 0.004
H -1.431 2.740 -3.023 0.004
H -0.315 1.411 -3.412 0.001
H 0.011 2.439 -2.019 0.005
H -3.970 0.108 0.072 0.001
H -5.244 1.351 1.759 0.000
H -4.635 3.684 2.311 0.000
H -2.755 4.777 1.137 0.000
H -1.495 3.565 -0.581 0.002
```

---

no.,energy (a.u.)
1,-1683.4508
2,-3754.0359
3,-4821.5573